DFT (ωB97M-V/def2-TZVPD) results for a single C4H7ClO molecule at a distorted geometry.

Cartesian coordinates (Å):
C 1.17604 -0.15354 0.96922
C -0.26443 0.22864 1.37804
O -1.15434 -0.27131 0.39930
C -1.01207 0.26315 -0.81278
C -0.67704 -0.46806 -1.93139
Cl -0.26113 0.17591 -3.51601
H 1.99367 0.20959 1.58780
H 1.34024 -1.20514 0.91127
H 1.40643 0.26958 -0.03997
H -0.58077 -0.19151 2.37840
H -0.53228 1.37719 1.43144
H -0.77850 1.33457 -0.83552
H -0.65582 -1.56906 -1.91979

## Properties
E: -18829.718 eV
Charge: 0
Kohn-Sham gap: 9.895 eV
Structure (SMILES): CCO/C=C/Cl
Highest occupied orbital energy: -8.86 eV
Energy above the lowest of the compared OMol25 structures with the same formula, charge and spin: 41.8 kcal per mole

How is the electron density shared among the atoms? According to Mulliken, the charges in e are: C -0.949; C -0.239; O -0.347; C -0.237; C -0.203; Cl -0.179; H 0.359; H 0.309; H 0.285; H 0.227; H 0.274; H 0.356; H 0.345



DFT (ωB97M-V/def2-TZVPD) results for a molecular structure, C23H26B2F6N7O8S2Se2Ti.

Cartesian coordinates (Å):
Ti -0.68759 0.07783 0.64177
O -3.28115 -1.79541 4.10098
C -3.25140 -0.65094 4.94350
C -2.94728 0.63186 4.16571
C -3.45779 1.79283 5.04696
O -4.87225 1.84288 5.19883
C -1.45145 0.91334 4.03703
Se -0.38616 -0.53851 3.27713
C -3.68868 0.72382 2.82671
Se -3.09301 -0.17140 1.17671
H -3.11638 -2.57305 4.63767
H -2.48794 -0.76559 5.72563
H -4.22389 -0.53151 5.43395
H -3.08205 2.73157 4.62644
H -3.05832 1.68950 6.05991
H -5.24664 1.95410 4.31798
H -1.03076 1.11188 5.02539
H -1.28393 1.79257 3.41952
H -3.72591 1.77991 2.54839
H -4.71121 0.36386 2.96100
C -1.74575 -5.32751 -2.02721
C -2.29295 -4.58409 -0.80851
C -1.22662 -3.85207 -0.06467
N -1.05535 -2.59182 -0.14552
N -0.01628 -2.11242 0.61135
C 0.64239 -3.05063 1.22954
N 1.77253 -2.85638 1.94330
S -0.02626 -4.62802 0.95342
H -2.55155 -5.83278 -2.55951
H -1.00506 -6.07662 -1.73894
H -1.27538 -4.62740 -2.71743
H -2.80563 -5.27183 -0.13159
H -3.01107 -3.82454 -1.11850
H 2.07223 -1.88697 2.03776
H 1.93335 -3.45449 2.73382
N 2.68439 -0.87104 -1.25431
C 3.29059 0.29598 -0.88468
N 2.66734 1.28349 -0.34469
C 3.54292 2.29470 0.00095
C 3.18288 3.49616 0.60385
C 4.17279 4.42314 0.88420
C 5.51145 4.17367 0.57449
C 5.88401 2.98099 -0.02621
C 4.89265 2.05211 -0.30255
S 5.04045 0.47600 -1.03318
H 1.67102 -0.76826 -1.32598
H 3.08079 -1.32596 -2.06260
H 2.14118 3.68102 0.83720
H 3.89908 5.36100 1.35160
H 6.26646 4.91657 0.80141
H 6.91939 2.78127 -0.27292
F 2.18134 -0.14570 2.03051
B 0.97271 0.55030 2.13778
F 1.15015 1.83724 2.54164
F -1.83754 3.34095 2.05931
B -1.24397 3.46711 0.80761
F -2.12568 3.86482 -0.15931
F -0.09927 4.22334 0.85064
F -0.80631 2.05007 0.42547
O -2.20092 -0.44540 -2.19236
C -1.00678 -0.26783 -2.27895
O -0.19857 -0.13978 -1.23771
C -0.30082 -0.21214 -3.60708
C 0.91450 0.45883 -3.74068
C 1.53017 0.41270 -4.98754
C 1.01784 -0.26142 -6.07330
C -0.20332 -0.94379 -5.91700
C -0.86385 -0.89563 -4.67175
N -0.72358 -1.67237 -6.96966
O -1.81605 -2.30383 -6.80065
O -0.09185 -1.68742 -8.07840
N 2.82650 1.09248 -5.14576
O 3.40615 1.45519 -4.13572
O 3.27231 1.25061 -6.26833
H 1.35024 1.01889 -2.92730
H 1.52948 -0.29058 -7.02071
H -1.80511 -1.40942 -4.55582

## Properties
2S+1: 2
E: -244229.644 eV
Charge: -2
Kohn-Sham gap (alpha / beta): 3.814 / 5.899 eV
Highest occupied orbital energy (alpha / beta): -0.61 / -2.69 eV
Energy above the lowest of the compared OMol25 structures with the same formula, charge and spin: 27.7 kcal per mole

How is the electron density shared among the atoms? According to Mulliken, the charges in e are: Ti 0.678; O -0.456; C -1.471; C 3.143; C -1.303; O -0.589; C -1.415; Se -0.486; C -2.242; Se -0.497; H 0.309; H 0.369; H 0.428; H 0.444; H 0.499; H 0.378; H 0.668; H 0.037; H 0.597; H 0.527; C -1.052; C -0.479; C 0.210; N -0.590; N 0.388; C 0.067; N -0.363; S -0.308; H 0.348; H 0.324; H 0.289; H 0.343; H 0.236; H 0.360; H 0.210; N -0.117; C 0.287; N 0.253; C -0.805; C -0.386; C -0.790; C -0.409; C -0.521; C 1.046; S -0.418; H -0.326; H 0.338; H 0.509; H 0.406; H 0.346; H 0.364; F -0.318; B 0.407; F -0.167; F -0.327; B 0.053; F -0.322; F -0.307; F -0.067; O -0.642; C 0.186; O 1.085; C 0.666; C -0.674; C 0.137; C -0.609; C -0.399; C -1.002; N 0.878; O -0.792; O -0.803; N 1.001; O -0.568; O -0.667; H 0.715; H 0.565; H 0.593



DFT (ωB97M-V/def2-TZVPD) results for a single C2H5N2P molecule at a distorted geometry.

Cartesian coordinates (Å):
C -0.22675 -1.22274 -0.00031
N 1.00902 -1.17519 0.13565
P 1.65344 0.39262 -0.04902
N 0.09006 1.16606 0.22375
C -0.91639 0.17126 -0.25446
H -0.91504 -2.17565 0.17018
H 2.25096 0.54757 1.19429
H 0.06756 2.11290 -0.25665
H -1.02895 0.12626 -1.31056
H -1.98390 0.05691 0.14713

## Properties
E: -14422.718 eV
Charge: 0
Kohn-Sham gap: 9.429 eV
Structure (SMILES): C1=NPNC1
Highest occupied orbital energy: -8.41 eV
Energy above the lowest of the compared OMol25 structures with the same formula, charge and spin: 10.8 kcal per mole

How is the electron density shared among the atoms? According to Mulliken, the charges in e are: C 0.049; N -0.480; P 0.061; N -0.533; C -0.255; H 0.274; H 0.045; H 0.302; H 0.251; H 0.285



DFT (ωB97M-V/def2-TZVPD) results for a molecular structure, C35H24Br2MoN9O7S at a distorted geometry.

Cartesian coordinates (Å):
Mo -1.41856 0.11800 1.67051
C -1.57360 -4.24916 1.90037
C -0.32492 -4.64039 2.38251
C 0.59970 -3.66857 2.66179
C 0.30857 -2.31074 2.43299
N -0.89526 -1.94809 1.93362
C -1.81144 -2.91379 1.70994
N 1.32924 -1.44536 2.73732
C 1.30451 -0.16481 2.82865
N 0.25381 0.71951 2.65403
C 0.73948 2.00788 2.87091
N 0.19272 3.13052 2.61399
C -1.04455 3.24411 1.92241
C -1.50784 4.66217 2.09225
C -2.67299 4.94857 2.66023
C -3.58747 3.88492 3.06025
C -3.30641 2.60830 2.81841
N -2.10496 2.21833 2.18176
C 2.14056 1.91805 3.32842
C 3.04710 2.89089 3.70030
C 4.35472 2.48861 3.94004
C 4.73422 1.15412 3.79557
C 3.81287 0.18103 3.43608
C 2.50921 0.58497 3.21405
H -2.34976 -4.96683 1.67831
H -0.09572 -5.68663 2.53662
H 1.57959 -3.89175 3.05687
H -2.77850 -2.57462 1.36684
H -0.77989 5.40225 1.79001
H -2.96383 5.97741 2.83157
H -4.51405 4.13543 3.55722
H -3.97318 1.80895 3.10082
H 2.73430 3.92215 3.79847
H 5.09548 3.22163 4.23313
H 5.76584 0.87516 3.96789
H 4.08934 -0.85891 3.32063
O 2.91311 -3.08063 -7.44713
S 2.73226 -3.33185 -6.03427
O 1.37315 -3.62994 -5.63317
O 3.74540 -4.17324 -5.41121
C 3.13336 -1.76900 -5.16101
N 4.22050 -1.07400 -5.49511
C 4.57969 -0.10901 -4.66376
C 3.89884 0.17065 -3.48992
C 2.76747 -0.59118 -3.23806
N 2.38334 -1.54261 -4.08551
C 1.90240 -0.42230 -2.04568
C 0.97508 -1.41578 -1.72978
C 0.07743 -1.20724 -0.70636
N 0.03969 -0.08312 0.04221
C 0.97413 0.83728 -0.23469
C 1.90316 0.70873 -1.24270
H 5.46195 0.45777 -4.94506
H 4.24313 0.93472 -2.80556
H 0.93658 -2.31348 -2.33303
H -0.65480 -1.96677 -0.49404
H 0.95082 1.74103 0.35152
H 2.59910 1.51893 -1.41347
Br -2.49875 -3.26313 -5.57158
C -2.16685 -1.97996 -4.23910
C -1.34652 -0.89054 -4.50769
N -1.21961 0.12764 -3.66202
C -1.86909 0.07441 -2.49976
C -2.61861 -1.02619 -2.10255
C -2.78136 -2.06601 -3.00765
C -3.32363 -1.11991 -0.77574
O -4.41100 -1.67140 -0.72759
O -2.73117 -0.64844 0.27713
H -0.79087 -0.82968 -5.43560
H -1.77911 0.95363 -1.87414
H -3.39069 -2.92190 -2.75027
C -4.33008 1.65475 0.06244
O -3.05248 2.28798 -0.06805
C -2.02285 1.92128 0.73064
O -0.95910 2.85331 0.53894
H -5.06288 2.44094 0.24014
H -4.36266 0.93314 0.87496
H -4.57093 1.14096 -0.86688
Br -2.75585 -0.41314 3.79542

## Properties
E: -217207.240 eV
Charge: -1
Kohn-Sham gap: 6.208 eV
Highest occupied orbital energy: -5.62 eV
Energy above the lowest of the compared OMol25 structures with the same formula, charge and spin: 53.7 kcal per mole

How is the electron density shared among the atoms? According to Mulliken, the charges in e are: Mo -1.872; C -1.049; C -0.503; C -0.729; C 0.204; N 1.073; C -0.741; N -0.372; C -0.200; N 0.487; C -0.435; N -0.538; C 1.756; C -1.537; C -0.191; C -1.053; C -0.404; N 0.564; C 0.083; C -0.313; C -0.547; C -0.638; C -0.293; C 0.444; H 0.492; H 0.408; H 0.528; H 0.693; H 0.408; H 0.461; H 0.414; H 0.356; H 0.533; H 0.403; H 0.416; H 0.542; O -0.697; S 1.170; O -0.587; O -0.701; C 0.103; N -0.543; C -0.371; C -0.730; C 0.027; N -0.139; C 1.575; C -0.936; C -0.913; N 2.245; C -0.186; C -1.498; H 0.403; H 0.367; H 0.673; H 0.357; H -0.118; H 0.389; Br -0.170; C 0.001; C -0.305; N -0.594; C -0.253; C 1.303; C -0.791; C -0.386; O -0.676; O 0.027; H 0.428; H 0.590; H 0.551; C -1.053; O -0.441; C 1.951; O -0.610; H 0.314; H 0.375; H 0.344; Br -0.348



DFT (ωB97M-V/def2-TZVPD) results for a molecular structure, C22H24BiF5N4O8S.

Cartesian coordinates (Å):
Bi -0.27585 0.71106 -0.95832
O -4.62685 -0.21995 -0.30331
C -3.45996 0.17069 -0.20861
O -2.59501 0.21192 -1.16033
C -2.96007 0.61881 1.17267
N -1.80426 -0.17762 1.59588
C -1.28141 0.27683 2.87378
C -0.52636 1.59742 2.79766
N 0.61994 1.55919 1.89194
C 1.74994 0.87847 2.49901
C 2.81960 0.43579 1.50360
N 2.31905 -0.50797 0.51346
C 2.18939 -1.86815 1.01473
C 0.74723 -2.34276 1.21713
N -0.11077 -2.13371 0.07085
C -1.52579 -2.36737 0.35300
C -2.07818 -1.62170 1.56921
C 0.28635 -2.90737 -1.09403
C -0.23910 -2.35697 -2.43188
O -0.45638 -3.18671 -3.31771
O -0.33209 -1.08200 -2.54058
C 3.00053 -0.44111 -0.78548
C 3.08288 1.00656 -1.29510
O 4.20672 1.47962 -1.50452
O 1.96194 1.60968 -1.42029
C 0.97854 2.89169 1.38707
C -0.21487 3.58505 0.71416
O -0.45347 4.75376 1.01814
O -0.89638 2.86912 -0.11715
H -3.78396 0.54221 1.89314
H -2.65669 1.66310 1.07243
H -0.61717 -0.49280 3.27054
H -2.09108 0.40488 3.61575
H -0.21667 1.86593 3.82306
H -1.20742 2.37851 2.46634
H 1.37727 -0.00558 3.02595
H 2.23319 1.52314 3.25542
H 3.65438 0.00732 2.08262
H 3.21938 1.30939 0.99259
H 2.68417 -1.95514 1.98999
H 2.72043 -2.55484 0.34899
H 0.33396 -1.77173 2.04767
H 0.77278 -3.40684 1.52202
H -1.71624 -3.44395 0.51867
H -2.08610 -2.07494 -0.53609
H -1.68565 -2.07379 2.48166
H -3.15876 -1.80362 1.57533
H -0.02132 -3.95741 -1.01585
H 1.37210 -2.89185 -1.18888
H 2.41490 -1.00922 -1.51583
H 4.01676 -0.84942 -0.74402
H 1.74360 2.78587 0.61578
H 1.36004 3.54413 2.18352
F -0.84059 -0.80797 -8.08474
C -0.83684 -0.15339 -6.91460
C -1.87793 0.68060 -6.57938
F -2.90825 0.82824 -7.43247
C -1.86064 1.35659 -5.37482
F -2.91254 2.13688 -5.10670
C -0.80576 1.25978 -4.47133
S -0.83476 2.20651 -2.99457
C 0.24011 0.42899 -4.86035
F 1.33039 0.31602 -4.10742
C 0.22155 -0.28232 -6.04195
F 1.24663 -1.08074 -6.37133

## Properties
E: -75810.522 eV
Charge: -2
Kohn-Sham gap: 6.997 eV
Highest occupied orbital energy: -2.63 eV
Energy above the lowest of the compared OMol25 structures with the same formula, charge and spin: 0.0 kcal per mole

How is the electron density shared among the atoms? According to Mulliken, the charges in e are: Bi 3.192; O -0.807; C 0.090; O -0.730; C -0.689; N 1.352; C -1.421; C -1.485; N 1.649; C -1.400; C -1.573; N 1.429; C -2.326; C -0.098; N 1.374; C -1.159; C -1.922; C -0.904; C 0.051; O -0.822; O -0.486; C -0.361; C 0.053; O -0.839; O -0.847; C -0.607; C 0.106; O -0.808; O -0.811; H 0.414; H 0.330; H 0.614; H 0.421; H 0.244; H 0.609; H 0.336; H 0.508; H 0.297; H 0.633; H 0.478; H 0.564; H -0.116; H 0.337; H 0.357; H 0.607; H 0.637; H 0.512; H 0.243; H 0.343; H 0.233; H 0.334; H 0.350; H 0.301; F -0.342; C 0.631; C 0.165; F -0.334; C 0.118; F -0.354; C 0.836; S -0.687; C -0.235; F -0.332; C 0.091; F -0.347



DFT (ωB97M-V/def2-TZVPD) results for 2 unconnected molecules or ions with the total composition C3H11N3 at a distorted geometry.

Cartesian coordinates (Å):
C -2.94075 0.28084 1.39333
C -2.17874 -0.73060 1.84829
N -1.02833 -0.66461 2.59041
H -2.93171 1.33562 1.18717
H -3.85599 -0.14224 0.96532
H -2.63543 -1.69482 1.67561
H -0.37635 0.09821 2.46231
H -0.52630 -1.53136 2.69174
N 1.22510 1.39716 -1.90987
C 1.96337 0.23537 -2.34135
N 2.30886 -0.61547 -1.20571
H 0.22188 1.33553 -1.90778
H 1.66146 2.02185 -1.25577
H 1.27132 -0.27039 -3.01622
H 2.84927 0.56909 -2.89369
H 3.08140 -1.25810 -1.32982
H 2.12971 -0.16742 -0.33944

## Properties
E: -7758.152 eV
Charge: 0
Kohn-Sham gap: 9.084 eV
Structure (SMILES): C=CN.NCN
Highest occupied orbital energy: -8.21 eV
Energy above the lowest of the compared OMol25 structures with the same formula, charge and spin: 44.6 kcal per mole

How is the electron density shared among the atoms? According to Mulliken, the charges in e are: C -0.830; C 0.115; N -0.484; H 0.293; H 0.179; H 0.268; H 0.225; H 0.235; N -0.502; C -0.242; N -0.466; H 0.187; H 0.197; H 0.251; H 0.242; H 0.172; H 0.161